{"formula": "C4H4ClFOS", "method": "ωB97M-V/def2-TZVPD", "orbital_gap_ev": 9.1, "e_above_lowest_kcal_mol": 87.5, "smiles": "FC/C(=C/Cl)OC=S", "total_energy_ev": -32331.689, "elements": ["F", "C", "C", "C", "Cl", "O", "C", "S", "H", "H", "H", "H"], "xyz": [[-2.67651, 0.28359, 0.23243], [-1.48996, -0.07924, -0.54701], [-0.25592, 0.32791, 0.11891], [0.39096, 1.46412, -0.22216], [2.00624, 1.97091, 0.18621], [0.10357, -0.53792, 1.30855], [1.23993, -1.26393, 0.93595], [1.91845, -1.50383, -0.54261], [-1.19021, -1.24835, -0.74051], [-1.57613, 0.24164, -1.70611], [-0.34924, 2.16923, -0.88251], [1.87883, -1.82414, 1.85885]], "forces_ev_per_angstrom": [[2.1, -1.3, -1.6], [-0.4, -2.0, -2.4], [0.8, 1.3, 2.1], [-2.3, 0.5, -1.0], [-1.3, -0.2, -0.1], [2.4, 0.2, -3.5], [1.5, -1.4, 2.0], [-0.9, 0.3, 1.1], [-1.9, 2.2, 1.0], [-0.1, 0.0, 3.1], [2.6, -1.6, 1.4], [-2.5, 1.8, -2.1]], "lowdin_charge": [-0.072, -0.148, -0.405, -0.514, 0.633, -0.095, -0.683, 0.662, 0.163, 0.167, 0.155, 0.136]}

{"formula": "C7H15HgO3PS3", "method": "ωB97M-V/def2-TZVPD", "orbital_gap_ev": [7.1, 6.3], "e_above_lowest_kcal_mol": 0.0, "charge": -1, "total_energy_ev": -59617.250, "spin_multiplicity": 2, "elements": ["Hg", "S", "C", "S", "S", "C", "C", "O", "P", "O", "C", "C", "O", "C", "C", "H", "H", "H", "H", "H", "H", "H", "H", "H", "H", "H", "H", "H", "H", "H"], "xyz": [[2.13593, 0.86051, 2.99388], [4.53007, -2.79453, 4.12103], [3.29194, -2.41396, 3.01871], [1.79963, -2.50563, 3.78861], [3.64305, -1.99278, 1.44121], [-2.83868, 3.11987, -0.94002], [-3.26060, 1.79978, -0.32025], [-2.36081, 0.75840, -0.67433], [-1.11918, 0.43667, 0.35771], [0.13832, 1.18275, -0.35474], [0.49361, 0.96331, -1.72308], [1.96527, 1.27901, -1.87877], [-0.94140, -1.09639, -0.15335], [0.19796, -1.78817, 0.41462], [-0.09289, -3.26614, 0.47797], [-3.56604, 3.90098, -0.71017], [-2.76305, 3.01954, -2.02345], [-1.86446, 3.42255, -0.55363], [-4.24638, 1.49872, -0.67990], [-3.31449, 1.89583, 0.76966], [-0.12105, 1.60918, -2.35633], [0.28407, -0.07195, -2.00053], [2.16352, 2.31649, -1.60809], [2.27695, 1.11907, -2.91294], [2.55919, 0.63733, -1.22722], [0.41176, -1.41518, 1.42122], [1.07468, -1.58323, -0.20124], [-0.95630, -3.45332, 1.11703], [0.76922, -3.77104, 0.91420], [-0.28985, -3.66765, -0.51781]], "forces_ev_per_angstrom": [[0.0, 0.0, 0.0], [-0.1, 0.0, 0.2], [0.4, 0.0, -0.2], [-0.1, 0.0, 0.1], [-0.2, 0.0, 0.0], [0.0, -0.1, 0.0], [0.0, 0.1, 0.0], [0.0, -0.1, -0.1], [0.0, -0.1, 0.0], [-0.1, 0.0, 0.0], [0.1, 0.0, 0.0], [0.0, 0.0, 0.0], [-0.1, 0.1, 0.1], [0.0, 0.0, 0.0], [0.0, 0.0, 0.0], [0.0, 0.0, 0.0], [0.0, 0.0, 0.0], [0.0, 0.0, 0.0], [0.0, 0.0, 0.0], [0.0, 0.0, 0.0], [0.0, 0.0, 0.0], [0.0, 0.0, 0.0], [0.0, 0.0, 0.0], [0.0, 0.0, 0.0], [0.0, 0.0, 0.0], [0.0, 0.1, -0.1], [0.0, 0.0, 0.0], [0.0, 0.0, 0.0], [0.0, 0.0, 0.0], [0.0, 0.0, 0.0]], "lowdin_spin": [-0.001, 0.566, -0.019, 0.341, 0.096, 0.000, 0.000, 0.000, 0.000, 0.000, 0.000, 0.000, 0.000, 0.006, 0.002, 0.000, 0.000, 0.000, 0.000, 0.000, 0.000, 0.000, 0.000, 0.000, 0.000, 0.006, 0.001, 0.000, 0.001, 0.000]}

{"formula": "C35H82BN8O12PS", "method": "ωB97M-V/def2-TZVPD", "orbital_gap_ev": 8.5, "smiles": "[H]/N=C(\\C)C[PH](CCOC(C)=O)(CCSc1nnco1)B(N)O.COCCNCCOC.COCCNCCOC.COCCNCCOC.COCCNCCOC", "total_energy_ev": -94905.107, "elements": ["H", "N", "C", "C", "C", "P", "C", "C", "O", "C", "C", "O", "C", "C", "S", "C", "N", "N", "C", "O", "B", "N", "O", "H", "H", "H", "H", "H", "H", "H", "H", "H", "H", "H", "H", "H", "H", "H", "H", "H", "H", "H", "H", "H", "C", "O", "C", "C", "N", "C", "C", "O", "C", "H", "H", "H", "H", "H", "H", "H", "H", "H", "H", "H", "H", "H", "H", "H", "C", "O", "C", "C", "N", "C", "C", "O", "C", "H", "H", "H", "H", "H", "H", "H", "H", "H", "H", "H", "H", "H", "H", "H", "C", "O", "C", "C", "N", "C", "C", "O", "C", "H", "H", "H", "H", "H", "H", "H", "H", "H", "H", "H", "H", "H", "H", "H", "C", "O", "C", "C", "N", "C", "C", "O", "C", "H", "H", "H", "H", "H", "H", "H", "H", "H", "H", "H", "H", "H", "H", "H"], "xyz": [[0.62870, -2.98914, 4.57375], [0.03964, -2.13995, 4.58265], [-0.21530, -1.83327, 3.31707], [0.40298, -2.78869, 2.19429], [-1.14948, -0.56121, 3.06806], [-1.54918, -0.19374, 1.25236], [-2.83075, -1.62536, 1.14119], [-3.14412, -2.03248, -0.37701], [-3.73234, -3.35095, -0.54784], [-2.83645, -4.39103, -0.18727], [-1.40416, -4.65952, -0.83085], [-3.22231, -5.18740, 0.70777], [-0.27273, 1.25372, 1.13264], [0.93535, 0.74513, 0.21145], [2.50526, 1.73981, 0.39118], [3.76158, 0.69315, -0.50909], [4.59619, 1.01010, -1.61907], [5.24988, -0.18991, -1.82779], [4.84206, -1.19843, -0.90952], [3.85843, -0.63136, -0.01638], [-2.98265, 1.07306, 0.87819], [-3.47631, 1.39003, -0.50160], [-3.59615, 1.72610, 2.02365], [1.44645, -3.10856, 2.57316], [-0.19206, -3.75804, 2.07626], [0.52489, -2.31065, 1.16713], [-2.15954, -0.80256, 3.58106], [-0.70321, 0.30678, 3.65344], [-0.88854, -0.78023, 0.10184], [-3.82199, -1.27198, 1.61606], [-2.44815, -2.50309, 1.76606], [-2.25065, -1.96336, -1.08730], [-3.91882, -1.26890, -0.76222], [-1.08245, -3.91191, -1.62688], [-0.64168, -4.73180, 0.03185], [-1.38477, -5.70345, -1.32378], [-0.80161, 2.10781, 0.55441], [0.04006, 1.69510, 2.13599], [1.22410, -0.34668, 0.44076], [0.61806, 0.76617, -0.89610], [5.14199, -2.28569, -0.81064], [-4.47425, 1.09470, -0.49368], [-2.95490, 0.77992, -1.14566], [-3.50626, 1.09832, 2.77881], [7.91200, 2.21500, 0.18106], [8.59252, 1.65402, 1.29417], [9.22311, 2.63263, 2.12230], [8.52034, 2.72054, 3.47723], [7.19791, 3.32829, 3.34887], [6.37823, 3.21316, 4.55791], [5.97465, 1.79921, 5.00321], [5.08276, 1.14525, 4.10776], [5.71941, 0.47143, 3.03228], [7.59685, 1.39686, -0.46929], [7.01848, 2.75762, 0.50286], [8.56740, 2.87956, -0.38850], [9.27981, 3.61214, 1.63643], [10.24977, 2.28774, 2.28629], [9.13210, 3.32213, 4.15895], [8.45824, 1.70576, 3.88598], [6.70281, 2.88155, 2.58604], [5.46026, 3.77835, 4.36449], [6.88781, 3.72003, 5.38442], [5.42408, 1.90391, 5.94409], [6.83800, 1.16500, 5.23221], [6.70143, 0.07869, 3.31063], [5.80183, 1.13413, 2.16976], [5.08591, -0.36904, 2.73760], [-4.01017, -1.69791, -4.42336], [-4.83509, -0.78582, -3.71215], [-5.49496, 0.15416, -4.56194], [-6.99885, -0.11567, -4.58795], [-7.30093, -1.34996, -5.30972], [-8.68778, -1.79551, -5.15707], [-9.14874, -2.19864, -3.74783], [-8.51948, -3.37386, -3.24757], [-7.26555, -3.15212, -2.61672], [-3.43323, -2.27170, -3.69435], [-4.61619, -2.39727, -5.00421], [-3.31335, -1.17012, -5.08108], [-5.07300, 0.16815, -5.57201], [-5.32710, 1.14356, -4.12271], [-7.50487, 0.72430, -5.07674], [-7.34666, -0.16107, -3.54967], [-6.69202, -2.08667, -4.97275], [-8.80691, -2.66727, -5.80974], [-9.35627, -1.02011, -5.54676], [-10.21425, -2.44156, -3.81617], [-9.07591, -1.37652, -3.02769], [-7.21590, -2.17831, -2.12145], [-6.45568, -3.25521, -3.34016], [-7.12683, -3.92815, -1.86029], [-7.36942, -7.31526, -9.28765], [-6.22584, -7.76019, -8.57485], [-5.05959, -7.86990, -9.39233], [-4.03114, -6.80750, -9.00417], [-4.47543, -5.47136, -9.39585], [-3.65868, -4.39312, -8.83346], [-3.65773, -4.23066, -7.30548], [-4.90850, -3.81579, -6.76671], [-5.82119, -4.87470, -6.50921], [-8.23460, -7.40787, -8.62865], [-7.26802, -6.26371, -9.57097], [-7.54270, -7.92658, -10.17747], [-5.29680, -7.82609, -10.46025], [-4.62998, -8.85722, -9.19185], [-3.08014, -7.03366, -9.49909], [-3.87344, -6.87706, -7.92210], [-5.43178, -5.33878, -9.08880], [-4.03438, -3.46073, -9.26838], [-2.62719, -4.50769, -9.18377], [-2.95378, -3.42537, -7.06914], [-3.28082, -5.11826, -6.78589], [-5.31412, -5.80146, -6.22702], [-6.46307, -5.03785, -7.37527], [-6.46551, -4.57059, -5.67984], [7.82918, 6.94962, 6.41562], [6.60727, 6.26631, 6.64715], [6.61993, 5.48274, 7.84250], [5.67973, 6.08538, 8.88642], [6.20924, 7.34074, 9.41489], [5.24559, 8.08843, 10.22692], [3.98419, 8.61278, 9.52311], [4.23921, 9.62749, 8.55794], [4.58252, 9.14410, 7.26726], [7.78430, 7.39210, 5.41885], [7.96836, 7.75666, 7.14058], [8.67927, 6.26276, 6.45364], [7.63084, 5.35136, 8.24217], [6.24400, 4.49060, 7.56918], [5.55244, 5.37063, 9.70708], [4.70353, 6.23031, 8.41052], [6.49694, 7.92865, 8.64160], [5.78528, 8.95119, 10.63191], [4.95016, 7.47428, 11.08447], [3.36244, 9.08598, 10.29018], [3.37294, 7.80980, 9.09728], [4.09346, 8.19389, 7.03548], [5.66509, 9.04964, 7.17561], [4.25708, 9.88464, 6.53271]], "forces_ev_per_angstrom": [[-0.2, 0.5, 0.2], [-0.7, 0.7, -3.5], [0.5, -1.2, 2.2], [0.4, 0.1, 0.2], [-0.3, -0.9, 1.1], [-0.1, 0.5, 0.0], [-0.9, -1.4, -0.1], [-0.2, 1.3, 0.0], [2.1, -0.7, 0.5], [-1.3, -2.5, 2.8], [0.0, -0.1, -0.2], [1.4, 2.8, -3.4], [1.4, 1.3, -1.0], [-0.1, -0.8, -0.5], [0.9, -1.0, -1.0], [0.3, 0.3, -1.2], [-2.9, -3.5, 4.9], [-0.8, -3.7, 2.7], [-0.4, 4.6, -1.7], [2.3, 1.4, -3.4], [-1.4, 1.7, 0.5], [0.4, -1.7, 2.2], [0.8, -2.2, -1.5], [-1.6, 0.6, -0.7], [0.5, 1.5, 0.2], [-0.2, -0.6, 1.4], [1.6, 0.2, -0.8], [-0.5, -1.1, -1.0], [-0.2, 0.1, 0.3], [1.4, -0.7, -0.6], [-0.7, 0.8, -1.0], [-0.8, 0.1, 1.1], [1.1, -1.5, 0.4], [-0.4, -0.8, 1.2], [-1.3, 0.4, -1.4], [-0.4, 1.7, 0.8], [0.9, -1.2, 0.9], [-0.1, -0.6, -1.3], [-0.5, 1.6, -0.2], [0.5, 0.0, 1.7], [-0.4, 1.8, -0.2], [0.8, 0.7, -0.4], [-0.6, 0.5, 0.0], [0.0, 1.0, -0.5], [0.0, -0.3, 0.1], [0.0, 0.4, -0.2], [0.1, -0.4, 0.5], [-0.1, 0.1, -0.5], [0.2, -0.1, 0.2], [-0.2, -0.1, -0.3], [-0.3, 0.4, 0.2], [0.4, -0.1, 0.1], [-0.4, 0.0, 0.1], [0.1, 0.0, 0.1], [0.0, 0.2, -0.1], [-0.1, 0.1, 0.0], [-0.2, -0.1, 0.0], [0.0, 0.0, 0.0], [-0.1, 0.0, 0.0], [0.2, -0.1, 0.0], [0.1, 0.1, 0.0], [0.0, -0.1, 0.1], [0.0, -0.1, 0.0], [0.0, 0.0, -0.1], [0.1, 0.0, -0.2], [0.0, 0.1, 0.0], [0.2, -0.1, -0.2], [0.0, 0.1, 0.1], [-0.2, -0.1, 0.2], [0.2, 0.1, -0.3], [-0.4, 0.2, 0.4], [0.4, -0.3, -0.2], [-0.2, 0.2, 0.2], [0.3, -0.3, 0.0], [-0.3, -0.2, -0.3], [0.0, 0.5, 0.1], [-0.2, -0.4, 0.0], [-0.1, 0.1, 0.1], [0.2, 0.0, -0.2], [0.0, 0.0, -0.1], [0.0, -0.2, 0.0], [0.0, 0.0, -0.1], [0.0, -0.1, 0.0], [0.0, 0.2, 0.1], [0.0, 0.1, -0.1], [-0.1, 0.0, 0.1], [0.0, 0.0, 0.1], [0.1, 0.0, 0.0], [0.2, 0.0, 0.0], [0.0, 0.0, -0.1], [0.2, 0.2, 0.1], [-0.1, 0.0, -0.1], [0.0, 0.0, 0.3], [-0.1, 0.1, -0.5], [0.4, -0.1, 0.5], [-0.4, 0.0, -0.2], [0.3, -0.1, 0.2], [-0.4, 0.1, 0.0], [0.2, 0.4, -0.2], [0.2, -0.5, 0.0], [-0.1, 0.4, 0.1], [0.1, 0.0, 0.0], [-0.1, 0.0, -0.2], [0.0, 0.1, 0.0], [-0.1, 0.2, 0.1], [0.0, 0.1, 0.0], [0.0, 0.1, 0.0], [0.1, -0.2, 0.0], [0.1, 0.0, -0.1], [0.1, 0.0, 0.1], [0.0, -0.1, 0.1], [-0.1, 0.0, 0.0], [-0.2, -0.1, 0.0], [0.0, 0.0, -0.1], [-0.1, -0.2, 0.0], [0.1, 0.0, 0.0], [-0.3, 0.0, -0.2], [0.5, -0.1, 0.2], [-0.7, 0.0, 0.0], [0.4, 0.1, -0.2], [-0.2, -0.2, 0.0], [0.2, 0.2, -0.2], [0.1, 0.3, 0.4], [-0.1, -0.5, 0.0], [-0.1, 0.4, 0.1], [-0.1, -0.1, 0.1], [0.2, 0.0, 0.1], [0.0, 0.0, 0.1], [0.0, 0.2, 0.0], [0.0, 0.0, 0.1], [0.0, 0.1, 0.0], [-0.1, -0.2, -0.1], [0.0, -0.1, 0.1], [-0.1, 0.0, 0.0], [0.0, 0.0, -0.1], [0.1, 0.0, 0.0], [0.1, 0.0, -0.2], [0.1, 0.0, 0.1], [0.0, -0.2, -0.2], [0.0, 0.0, 0.1]], "lowdin_charge": [0.042, 0.092, -0.372, -0.068, -0.228, 0.816, -0.290, -0.233, -0.071, -0.418, -0.002, 0.052, -0.371, -0.549, 0.877, -0.542, 0.028, -0.028, -0.069, -0.082, -0.602, 0.128, 0.051, 0.093, 0.078, 0.050, 0.110, 0.101, 0.038, 0.107, 0.087, 0.107, 0.120, 0.079, 0.081, 0.104, 0.090, 0.085, 0.049, 0.094, 0.135, 0.094, 0.058, 0.084, -0.110, -0.199, -0.210, -0.211, -0.047, -0.191, -0.218, -0.178, -0.097, 0.078, 0.076, 0.088, 0.121, 0.119, 0.120, 0.101, 0.066, 0.124, 0.100, 0.118, 0.109, 0.091, 0.066, 0.082, -0.100, -0.212, -0.204, -0.209, -0.046, -0.196, -0.221, -0.182, -0.097, 0.082, 0.058, 0.091, 0.124, 0.118, 0.123, 0.101, 0.059, 0.115, 0.116, 0.119, 0.108, 0.088, 0.065, 0.092, -0.114, -0.198, -0.209, -0.212, -0.053, -0.193, -0.217, -0.211, -0.079, 0.090, 0.076, 0.087, 0.121, 0.120, 0.122, 0.101, 0.066, 0.120, 0.117, 0.117, 0.111, 0.094, 0.074, 0.080, -0.110, -0.206, -0.212, -0.209, -0.054, -0.197, -0.222, -0.180, -0.098, 0.091, 0.076, 0.086, 0.123, 0.108, 0.123, 0.103, 0.065, 0.118, 0.116, 0.119, 0.108, 0.089, 0.068, 0.089]}

{"formula": "C7H12CdO4", "method": "ωB97M-V/def2-TZVPD", "orbital_gap_ev": 2.7, "charge": 2, "total_energy_ev": -20181.280, "elements": ["C", "C", "C", "C", "O", "C", "C", "O", "C", "O", "O", "H", "H", "H", "H", "H", "H", "H", "H", "H", "H", "H", "H", "Cd"], "xyz": [[-2.01069, 2.45403, 0.46455], [-1.70942, 0.84506, 0.75609], [-1.72572, -0.08089, -0.60799], [-1.23820, -1.61333, -0.27206], [-0.08067, -2.08128, -1.04995], [1.14001, -1.31413, -0.75871], [1.65806, -1.13168, 0.78648], [2.84525, -0.26239, 0.49135], [2.70421, 0.36836, -0.83184], [3.52863, 1.17217, -1.52201], [1.41032, -0.05021, -1.46623], [-1.97159, 2.64806, -0.68899], [-2.99443, 2.80613, 0.99244], [-1.12904, 3.07434, 0.94623], [-2.52604, 0.36179, 1.48012], [-0.69771, 0.81392, 1.35129], [-1.16145, 0.39065, -1.51890], [-2.87175, -0.14546, -0.93632], [-1.11102, -1.73147, 0.90222], [-2.14725, -2.33236, -0.55729], [1.98797, -2.02182, -1.21123], [1.86388, -2.08944, 1.44912], [1.07024, -0.44922, 1.53380], [5.16639, 0.36917, 0.26784]], "forces_ev_per_angstrom": [[0.8, -0.4, 0.5], [-0.5, 0.1, 0.1], [-0.9, 0.1, 0.4], [-2.8, 0.3, 0.6], [2.3, 3.5, 1.9], [0.7, -5.0, 0.0], [-2.5, 0.4, 1.2], [1.9, 2.0, -3.8], [-3.1, 0.7, -4.1], [-2.4, -5.0, 6.1], [4.7, 1.5, 3.5], [-0.4, -0.2, 2.3], [1.8, -0.7, -1.4], [-1.8, -1.2, -1.0], [1.8, 1.2, -1.5], [-1.7, -0.3, -1.3], [-0.9, -0.9, 1.8], [2.6, 0.2, 0.6], [0.2, 0.2, -2.4], [2.4, 1.4, 0.5], [-1.9, 1.2, 0.9], [0.3, 1.7, -2.1], [0.6, -1.2, -1.8], [-1.1, 0.5, -0.8]], "lowdin_charge": [-0.119, -0.252, -0.171, -0.167, -0.060, -0.233, 0.004, -0.170, -0.265, 0.042, 0.091, 0.083, 0.092, 0.077, 0.132, 0.074, 0.118, 0.144, 0.141, 0.164, 0.200, 0.194, 0.148, 1.733]}